1.
{
  "formula": "C36H48F10N3O30S2",
  "method": "ωB97M-V/def2-TZVPD",
  "e_tot_ev": -152849.7988,
  "e_above_lowest_kcal_mol": 1.70,
  "lumo_energy_ha": 0.0687,
  "homo_ev": -8.665,
  "charge": -1,
  "species": ["S", "S", "F", "F", "F", "F", "F", "F", "F", "F", "F", "F", "O", "O", "O", "O", "O", "O", "O", "O", "O", "O", "O", "O", "O", "O", "O", "O", "O", "O", "O", "O", "O", "O", "O", "O", "O", "O", "O", "O", "O", "O", "N", "N", "N", "C", "C", "C", "C", "C", "C", "C", "C", "C", "C", "C", "C", "C", "C", "C", "C", "C", "C", "C", "C", "C", "C", "C", "C", "C", "C", "C", "C", "C", "C", "C", "C", "C", "C", "C", "C", "H", "H", "H", "H", "H", "H", "H", "H", "H", "H", "H", "H", "H", "H", "H", "H", "H", "H", "H", "H", "H", "H", "H", "H", "H", "H", "H", "H", "H", "H", "H", "H", "H", "H", "H", "H", "H", "H", "H", "H", "H", "H", "H", "H", "H", "H", "H", "H"],
  "coordinates": [[15.92, 16.15, 14.28], [14.28, 14.73, 12.59], [12.03, 13.79, 11.68], [14.53, 18.23, 15.09], [11.80, 15.10, 13.45], [12.06, 19.43, 13.17], [9.71, 14.61, 9.27], [12.20, 16.43, 7.74], [12.55, 13.06, 13.66], [14.06, 14.86, 18.90], [16.58, 18.66, 14.67], [15.19, 18.46, 13.02], [14.33, 16.98, 7.38], [9.01, 12.72, 8.35], [18.54, 11.68, 10.85], [8.92, 11.97, 12.90], [11.78, 12.58, 16.31], [14.11, 15.63, 11.49], [10.87, 12.46, 7.16], [14.53, 20.79, 17.62], [16.30, 19.12, 8.98], [20.88, 13.58, 14.90], [16.18, 15.89, 15.68], [16.21, 21.81, 18.76], [16.96, 16.00, 13.29], [8.88, 11.81, 6.26], [11.98, 14.86, 16.62], [19.13, 22.25, 13.73], [13.61, 10.66, 9.61], [14.98, 13.52, 12.37], [16.80, 11.66, 9.39], [11.00, 17.88, 14.47], [11.95, 10.69, 11.08], [9.27, 17.75, 13.06], [13.41, 18.81, 6.44], [13.66, 13.47, 17.09], [7.55, 13.09, 11.75], [9.06, 17.18, 15.26], [14.99, 17.62, 5.36], [19.00, 20.95, 15.62], [14.78, 18.73, 10.50], [20.27, 15.48, 14.14], [20.16, 14.25, 14.25], [8.25, 12.94, 12.72], [14.53, 15.43, 14.10], [15.45, 21.80, 17.84], [13.00, 9.53, 12.95], [17.74, 12.27, 10.16], [11.64, 10.25, 12.42], [19.65, 19.76, 16.08], [13.75, 21.10, 16.44], [19.93, 18.91, 14.84], [19.33, 21.22, 14.28], [12.41, 13.54, 16.66], [13.21, 17.33, 8.20], [15.30, 22.81, 16.71], [8.20, 14.05, 13.62], [17.55, 13.78, 10.04], [16.69, 13.86, 8.77], [17.81, 17.39, 9.41], [9.98, 13.25, 9.14], [17.56, 18.58, 8.56], [11.30, 12.97, 8.41], [13.25, 10.54, 10.72], [15.90, 12.60, 8.86], [12.83, 18.73, 7.74], [20.14, 20.00, 13.76], [9.52, 12.28, 7.17], [14.03, 10.09, 11.92], [13.10, 15.66, 16.86], [19.05, 13.62, 13.50], [12.54, 14.11, 12.89], [11.56, 18.12, 13.17], [9.70, 17.56, 14.34], [15.89, 18.53, 10.15], [10.38, 17.99, 12.19], [14.32, 17.80, 6.30], [14.60, 22.05, 15.61], [15.51, 17.95, 14.21], [16.99, 17.71, 10.71], [14.12, 14.75, 17.50], [13.48, 16.14, 16.00], [13.47, 17.21, 9.25], [19.45, 13.44, 12.53], [16.51, 16.81, 11.16], [13.27, 19.51, 8.38], [20.06, 19.76, 12.69], [9.89, 12.76, 10.12], [17.43, 16.48, 9.00], [12.87, 8.46, 13.02], [18.56, 14.12, 10.02], [17.01, 14.19, 10.96], [19.08, 18.26, 14.61], [16.31, 23.20, 16.53], [12.45, 17.58, 12.98], [15.52, 12.22, 7.92], [15.16, 14.77, 17.22], [11.71, 13.95, 8.35], [11.34, 11.06, 13.04], [11.90, 12.22, 8.90], [13.93, 22.66, 15.00], [18.90, 17.24, 9.64], [11.75, 18.92, 7.65], [17.52, 18.38, 7.47], [20.73, 18.20, 14.94], [21.21, 20.34, 13.86], [12.86, 21.62, 16.79], [18.32, 19.33, 8.74], [17.31, 13.93, 7.89], [18.30, 14.32, 13.32], [13.20, 9.88, 13.96], [16.04, 14.70, 8.71], [15.02, 12.64, 9.49], [20.56, 20.06, 16.57], [14.65, 9.24, 11.61], [17.60, 18.31, 11.39], [12.79, 16.39, 17.59], [14.74, 23.71, 17.07], [7.22, 14.02, 14.10], [18.73, 12.65, 13.90], [8.13, 14.94, 12.99], [18.96, 19.32, 16.84], [15.28, 21.51, 14.95], [10.78, 9.57, 12.30], [10.29, 18.98, 11.77], [8.97, 14.03, 14.38], [10.49, 17.26, 11.39], [13.43, 20.13, 16.00], [14.58, 10.95, 12.32]],
  "lowdin_charge": [0.59, 0.62, 0.12, 0.11, 0.11, 0.02, 0.03, 0.01, 0.17, 0.03, 0.11, 0.14, 0.11, 0.14, 0.10, 0.08, 0.15, -0.29, 0.08, 0.00, 0.02, 0.09, -0.28, 0.12, -0.30, 0.15, 0.07, 0.13, 0.14, -0.27, 0.04, 0.13, -0.01, 0.06, 0.07, 0.14, 0.07, 0.18, 0.19, -0.02, 0.11, 0.04, -0.44, -0.47, -0.27, -0.46, -0.09, -0.46, -0.11, -0.16, -0.16, -0.15, -0.45, -0.54, -0.21, -0.09, 0.04, -0.07, -0.15, -0.13, -0.31, -0.17, -0.04, -0.51, -0.19, -0.06, -0.06, -0.50, -0.06, -0.09, 0.05, -0.63, -0.25, -0.56, -0.48, -0.04, -0.57, -0.15, -0.62, -0.05, -0.24, 0.08, 0.14, 0.08, 0.10, 0.14, 0.12, 0.15, 0.08, 0.10, 0.11, 0.13, 0.09, 0.13, 0.13, 0.14, 0.13, 0.12, 0.08, 0.11, 0.11, 0.14, 0.14, 0.14, 0.10, 0.13, 0.12, 0.12, 0.12, 0.04, 0.10, 0.09, 0.11, 0.11, 0.13, 0.14, 0.14, 0.14, 0.11, 0.12, 0.11, 0.14, 0.12, 0.12, 0.13, 0.10, 0.14, 0.12, 0.12]
}

2.
{
  "formula": "C36H49ClF6O2P4V",
  "method": "ωB97M-V/def2-TZVPD",
  "e_tot_ev": -133877.2211,
  "lumo_energy_ha": [-0.2394, -0.2486],
  "homo_ev": [-12.313, -12.320],
  "spin_multiplicity": 2,
  "charge": 2,
  "species": ["V", "Cl", "P", "P", "P", "P", "F", "F", "F", "F", "F", "F", "O", "O", "C", "C", "C", "C", "C", "C", "C", "C", "C", "C", "C", "C", "C", "C", "C", "C", "C", "C", "C", "C", "C", "C", "C", "C", "C", "C", "C", "C", "C", "C", "C", "C", "C", "C", "C", "C", "H", "H", "H", "H", "H", "H", "H", "H", "H", "H", "H", "H", "H", "H", "H", "H", "H", "H", "H", "H", "H", "H", "H", "H", "H", "H", "H", "H", "H", "H", "H", "H", "H", "H", "H", "H", "H", "H", "H", "H", "H", "H", "H", "H", "H", "H", "H", "H", "H"],
  "coordinates": [[0.52, -0.40, -0.44], [-0.96, -2.12, -1.14], [2.82, 3.58, 1.09], [0.86, -1.54, 1.66], [3.48, -1.74, -2.66], [-0.47, 0.96, -2.21], [-2.00, -0.12, 3.82], [-4.27, 1.70, -0.07], [-2.72, 2.95, 0.86], [-4.56, 2.46, 1.96], [-2.18, 2.04, 3.54], [-3.98, 0.81, 3.87], [4.33, 0.88, 0.64], [-1.73, 0.42, 1.06], [3.98, 3.23, 2.42], [-3.61, 1.95, 1.11], [-0.33, 2.75, -2.06], [4.74, -2.60, -1.66], [-2.77, 0.85, 3.24], [5.73, -3.40, -2.26], [1.43, 4.53, 1.70], [3.05, -2.77, -4.07], [3.65, -2.55, -5.33], [2.70, -4.61, -6.19], [-0.59, -2.50, 2.15], [3.66, 4.45, -0.24], [5.77, -2.99, 0.51], [3.97, 1.87, -4.41], [6.76, -3.77, -0.09], [0.91, 1.56, 0.44], [5.93, 1.52, -3.04], [3.54, 0.57, -4.13], [2.07, -1.10, -1.40], [2.24, -3.91, -3.90], [4.25, -0.22, -3.22], [-2.90, 0.61, 1.66], [2.19, 2.01, 0.41], [5.16, 2.35, -3.85], [3.19, 1.06, -0.26], [2.09, -4.83, -4.94], [-3.87, -0.55, 1.49], [2.45, -0.17, -0.50], [6.76, -3.95, -1.48], [-2.26, 0.70, -2.17], [2.26, -2.64, 1.96], [0.01, 0.53, -3.90], [5.50, 0.23, -2.74], [1.00, -0.22, 2.90], [3.47, -3.46, -6.38], [4.80, -2.36, -0.28], [-3.93, -0.84, 0.43], [3.54, 1.46, -1.23], [0.72, 3.01, -1.87], [4.77, 2.57, 2.04], [1.36, -1.90, -1.09], [0.14, 0.45, 2.79], [2.59, -5.34, -7.00], [5.50, 3.37, -4.08], [-0.92, 3.07, -1.19], [-4.87, -0.28, 1.86], [5.03, 0.37, 0.19], [4.42, 4.17, 2.77], [-0.27, -3.32, 2.81], [0.89, 1.11, -4.20], [-0.69, 3.26, -2.96], [4.27, -1.66, -5.48], [4.06, 5.39, 0.15], [-1.06, -2.91, 1.25], [-0.83, 0.75, -4.57], [0.11, 2.11, 0.97], [3.14, -2.07, 2.28], [-2.71, 1.05, -3.11], [4.07, -1.70, 0.20], [6.14, -0.44, -2.15], [1.98, -3.37, 2.74], [-2.47, -0.37, -2.03], [3.94, -3.26, -7.34], [1.49, -5.74, -4.79], [-3.51, -1.42, 2.04], [2.65, 0.18, -4.64], [7.55, -4.53, -1.95], [3.45, 2.75, 3.25], [6.89, 1.87, -2.64], [3.38, 2.51, -5.08], [2.94, 4.68, -1.04], [1.93, 0.35, 2.70], [-1.30, -1.85, 2.67], [0.25, -0.54, -3.94], [4.49, 3.85, -0.64], [0.86, 3.92, 2.41], [5.73, -2.88, 1.60], [1.75, -4.08, -2.94], [1.85, 5.41, 2.22], [0.81, 4.85, 0.86], [7.53, -4.24, 0.52], [-2.68, 1.24, -1.32], [1.03, -0.65, 3.91], [5.71, -3.60, -3.34], [2.51, -3.18, 1.04]],
  "lowdin_charge": [0.32, 0.18, 0.89, 0.83, 1.19, 0.80, 0.10, 0.10, 0.11, 0.13, 0.12, 0.12, -0.04, -0.20, -0.16, -0.48, -0.23, -0.30, -0.48, -0.05, -0.16, -0.32, -0.07, -0.03, -0.23, -0.16, -0.05, -0.04, -0.03, -0.10, -0.05, -0.09, -0.28, -0.06, -0.33, -0.52, -0.35, -0.05, -0.35, -0.04, 0.01, -0.22, -0.04, -0.25, -0.22, -0.23, -0.06, -0.22, -0.04, -0.11, 0.09, 0.14, 0.03, 0.05, 0.00, 0.03, 0.13, 0.12, 0.05, 0.10, 0.10, 0.08, 0.06, 0.02, 0.07, 0.11, 0.08, -0.01, 0.07, 0.07, 0.05, 0.07, 0.06, 0.12, 0.07, -0.01, 0.12, 0.12, 0.09, 0.10, 0.12, 0.08, 0.12, 0.12, 0.07, 0.04, 0.03, 0.04, 0.06, 0.08, 0.12, 0.11, 0.08, 0.08, 0.13, 0.03, 0.07, 0.12, 0.04]
}